Below is the molecule C4H8O, with properties calculated with ωB97M-V with the def2-TZVPD basis set.

* frontier orbital gap: 10.75 eV
* SMILES: C[C@H]1CCO1

Element x y z (Å)
C1 1.62215 -0.29323 0.05453
C2 0.35929 0.30703 -0.53388
C3 -0.89692 -0.55281 -0.32472
C4 -1.36799 0.60806 0.56430
O1 -0.18182 1.36554 0.28345
H1 2.38187 0.47750 0.20832
H2 1.41818 -0.76508 1.02430
H3 2.03371 -1.06420 -0.60930
H4 0.53899 0.66492 -1.55728
H5 -1.52235 -0.78472 -1.19085
H6 -0.64552 -1.47115 0.20696
H7 -1.46185 0.37677 1.63304
H8 -2.27774 1.13137 0.24111

Force components x, y, z for each atom (eV/Å):
0.12 0.02 0.04
0.22 -0.17 -0.18
-0.04 -0.13 -0.01
-0.31 -0.09 0.15
0.09 0.11 0.07
-0.05 -0.06 -0.07
-0.03 0.16 -0.15
-0.09 0.16 0.05
-0.06 -0.06 0.17
0.19 0.14 0.11
-0.27 -0.01 -0.02
0.03 0.04 -0.15
0.20 -0.10 -0.01

***

Below is the molecule C4H8O, with properties calculated with ωB97M-V with the def2-TZVPD basis set.

* frontier orbital gap: 10.41 eV
* SMILES: C[C@H]1C[C@H]1O

Element x y z (Å)
C1 1.24994 -0.63124 0.53443
C2 0.01733 -0.60062 -0.34196
C3 -1.29312 -0.13696 0.26095
C4 -0.62088 0.67831 -0.80405
O1 -0.08919 1.94597 -0.56150
H1 1.27488 -1.56572 1.10604
H2 1.25612 0.18203 1.27168
H3 2.17609 -0.56971 -0.04784
H4 0.59724 1.87525 0.11102
H5 -0.03619 -1.42607 -1.05000
H6 -2.21408 -0.66503 0.03058
H7 -1.23562 0.24605 1.27839
H8 -1.08251 0.66774 -1.78773

Force components x, y, z for each atom (eV/Å):
0.03 0.04 0.02
0.07 -0.08 -0.05
-0.16 -0.01 0.11
-0.17 -0.24 -0.21
0.18 0.02 0.23
0.02 0.15 -0.07
-0.01 -0.09 -0.12
-0.15 0.02 0.05
-0.04 0.03 -0.05
-0.02 0.14 0.11
0.14 0.10 0.01
0.01 -0.04 -0.17
0.10 -0.04 0.15

***

Below is a structure of composition C4H8O, with properties calculated with ωB97M-V with the def2-TZVPD basis set.

* frontier orbital gap: 9.18 eV

Element x y z (Å)
C1 -1.07357 0.24660 1.26736
O1 0.05312 -0.18612 0.48034
C2 0.37581 0.71769 -0.53003
C3 1.63484 0.91618 -0.87968
C4 -0.57941 -1.58321 -0.62624
H1 -1.97528 0.16491 0.65259
H2 -0.92181 1.27243 1.62228
H3 -1.13821 -0.42478 2.12504
H4 -0.50042 1.10231 -1.04448
H5 1.86364 1.49212 -1.77019
H6 2.45284 0.45850 -0.33142
H7 0.42592 -1.76151 -1.06841
H8 -0.60594 -2.32231 0.20240

Force components x, y, z for each atom (eV/Å):
-0.15 -0.01 0.11
-0.05 -0.18 -0.24
0.19 0.05 -0.30
-0.16 -0.04 0.05
0.31 -0.06 0.33
0.10 0.04 0.10
0.10 -0.22 -0.15
0.02 0.03 -0.20
0.16 0.04 0.01
-0.07 0.07 0.26
-0.15 0.00 -0.09
-0.25 0.11 0.16
-0.05 0.18 -0.03

***

Below is a cluster of 2 separate species, C4H8O in total in a non-equilibrium geometry, with properties calculated with ωB97M-V with the def2-TZVPD basis set.

* frontier orbital gap: 10.45 eV
* SMILES: C=CC.C=O

Element x y z (Å)
O1 -1.32514 -0.10676 -2.75643
C1 -2.17482 0.32135 -2.01442
H1 -2.72114 -0.37327 -1.34881
H2 -2.35147 1.41184 -1.97789
C2 1.52015 -1.10875 0.84367
C3 1.10786 0.29840 1.28521
C4 0.05902 0.89134 0.73922
H3 1.99249 -1.02027 -0.13556
H4 2.26916 -1.52122 1.51792
H5 0.66098 -1.77072 0.81883
H6 1.76792 0.74340 2.01413
H7 -0.34934 1.82925 1.09322
H8 -0.45568 0.40540 -0.07909

Force components x, y, z for each atom (eV/Å):
-0.40 0.08 0.21
0.88 -0.26 -0.46
-0.18 0.33 -0.01
-0.34 -0.15 0.21
0.35 0.96 0.19
0.19 -1.11 -0.51
-0.07 0.23 0.37
-0.12 -0.32 -0.12
-0.07 -0.07 0.05
-0.01 -0.10 -0.20
-0.31 0.35 0.30
0.25 0.17 -0.16
-0.15 -0.11 0.12

***

Below is the molecule C4H8O in a non-equilibrium geometry, with properties calculated with ωB97M-V with the def2-TZVPD basis set.

* frontier orbital gap: 9.07 eV
* SMILES: C/C=C(/C)O

Element x y z (Å)
C1 -1.31680 -0.36355 -1.58481
C2 -0.81770 0.38601 -0.39771
C3 0.29337 0.06691 0.40420
O1 1.14753 -0.98438 0.00815
C4 0.69956 0.90432 1.50862
H1 -2.39513 -0.56147 -1.49024
H2 -0.98030 -1.32252 -1.73635
H3 -1.13659 0.28730 -2.41712
H4 -1.22490 1.42234 -0.07884
H5 1.04045 -1.53016 0.84362
H6 1.15927 1.71313 0.89348
H7 1.32595 0.50662 2.24310
H8 -0.11959 1.39770 2.09537

Force components x, y, z for each atom (eV/Å):
-1.71 2.09 0.92
2.85 0.57 3.38
-3.89 -0.73 -4.24
-1.30 -0.35 2.70
-0.83 3.10 -0.23
-0.01 0.63 -0.09
1.73 -1.96 -0.21
-0.13 -0.06 -0.98
0.08 -2.01 -0.83
0.94 0.17 -1.62
0.51 -0.02 1.35
1.41 -0.82 0.71
0.35 -0.61 -0.87

***

Below is the molecule C4H8O in a non-equilibrium geometry, with properties calculated with ωB97M-V with the def2-TZVPD basis set.

* frontier orbital gap: 9.70 eV
* SMILES: CCCC=O

Element x y z (Å)
C1 -1.65538 -0.06539 -0.80133
C2 -0.62069 -1.09867 -0.38070
C3 0.26511 -0.53274 0.77758
C4 1.40634 0.27528 0.28523
H1 -2.01630 0.38535 0.15167
H2 -2.46282 -0.55302 -1.46292
H3 -1.11079 0.63022 -1.49327
H4 -1.17848 -2.08330 -0.11583
H5 0.09095 -1.47192 -1.20683
H6 0.64117 -1.35322 1.61976
H7 -0.54444 0.05641 1.33429
H8 2.29445 -0.27740 -0.29678
O1 0.98926 1.64949 0.27315

Force components x, y, z for each atom (eV/Å):
0.26 -0.43 -1.68
0.88 -3.00 -0.56
-1.06 -2.41 3.18
-3.69 7.33 -1.18
-0.24 0.07 -1.23
0.97 0.79 1.35
-0.85 0.09 1.00
1.09 1.64 0.19
-1.21 0.80 0.75
-0.83 1.61 -2.46
1.99 -0.19 -0.36
-1.54 1.88 1.42
4.23 -8.18 -0.43

***

Below is the molecule C4H8O in a non-equilibrium geometry, with properties calculated with ωB97M-V with the def2-TZVPD basis set.

* frontier orbital gap: 10.68 eV
* SMILES: CCCC=O

Element x y z (Å)
O1 2.10820 0.41190 0.60896
C1 1.05772 -0.18284 0.59012
C2 -0.22508 0.62299 0.53764
C3 -1.19038 0.35100 -0.63655
C4 -1.40980 -1.11639 -0.96729
H1 1.07924 -1.26213 0.82923
H2 -0.69921 0.48228 1.52005
H3 0.14760 1.64132 0.47204
H4 -2.12391 0.90594 -0.51663
H5 -0.70832 0.88461 -1.46400
H6 -2.39754 -1.31512 -1.38916
H7 -1.35641 -1.75875 -0.08145
H8 -0.65090 -1.51655 -1.63683

Force components x, y, z for each atom (eV/Å):
0.30 -0.31 -0.35
0.23 0.74 0.83
-0.25 -0.43 -0.08
0.74 0.62 -0.14
-0.24 -0.53 0.33
-0.41 -0.08 -0.41
-0.09 -0.05 -0.18
-0.22 0.19 0.16
-0.01 -0.25 0.38
-0.17 -0.38 -0.28
0.16 0.15 -0.20
-0.05 0.21 0.12
0.01 0.11 -0.18

***

Below is a structure of composition C4H8O in a non-equilibrium geometry, with properties calculated with ωB97M-V with the def2-TZVPD basis set.

* frontier orbital gap: 10.70 eV

Element x y z (Å)
C1 -1.10128 -0.63011 0.76197
C2 0.30311 0.04932 0.43927
C3 0.97652 -0.49995 -0.80438
C4 0.08137 1.28902 -0.34854
H1 -0.93598 -1.70923 1.06435
H2 -1.74859 -0.70156 -0.16089
H3 -1.60293 -0.14591 1.66029
H4 0.95443 0.05633 1.38943
H5 0.68686 -1.49432 -1.33275
H6 2.11457 -0.62859 -0.70930
H7 0.75769 2.13287 -0.03415
H8 -1.05659 1.61150 -0.30898
O1 0.57080 0.67061 -1.61631

Force components x, y, z for each atom (eV/Å):
0.77 -1.03 0.51
-1.17 -2.23 1.86
1.54 -1.49 -1.79
-0.65 2.08 -0.38
-0.08 1.09 -0.23
0.59 0.53 1.05
0.42 -0.34 -1.40
-1.01 0.25 -1.53
-0.18 1.60 1.15
-1.38 0.70 -0.15
-0.80 -0.53 -0.56
2.35 -0.35 -0.65
-0.39 -0.27 2.11

***

Below is the molecule C4H8O, with properties calculated with ωB97M-V with the def2-TZVPD basis set.

* frontier orbital gap: 8.68 eV

Element x y z (Å)
C1 0.70258 1.92513 0.04542
C2 0.36374 0.57422 0.52339
O1 -0.15654 -2.02680 1.18677
C3 -0.04954 -0.35736 -0.53985
C4 -0.81291 -1.55978 0.03996
H1 -0.28993 2.41389 0.08778
H2 1.05361 2.01982 -0.99433
H3 1.34381 2.48589 0.73169
H4 0.13058 -1.21090 1.64148
H5 -0.52215 0.08692 -1.43344
H6 0.94787 -0.71857 -0.86763
H7 -1.84840 -1.25001 0.25963
H8 -0.86272 -2.38246 -0.68088

Force components x, y, z for each atom (eV/Å):
0.12 -0.08 0.06
-0.03 0.17 -0.41
0.02 0.10 0.17
-0.02 0.08 0.19
-0.16 0.01 -0.34
0.04 -0.06 0.03
-0.10 -0.07 0.10
-0.11 -0.08 -0.12
0.01 -0.19 0.02
0.08 -0.01 0.15
-0.02 0.05 0.07
0.16 -0.05 -0.01
0.01 0.12 0.08

***

Below is the molecule C4H8O in a non-equilibrium geometry, with properties calculated with ωB97M-V with the def2-TZVPD basis set.

* frontier orbital gap: 10.74 eV
* SMILES: C[C@@H]1C[C@@H]1O

Element x y z (Å)
C1 -0.50262 1.67025 -0.18374
C2 0.11149 0.56639 0.62338
C3 1.30678 -0.15600 0.08284
C4 0.02261 -0.87569 0.33897
H1 0.15143 2.53135 -0.24651
H2 -0.85925 1.32423 -1.20213
H3 -1.33263 2.17972 0.44032
H4 0.13612 0.96296 1.62928
H5 1.48465 0.14439 -1.01738
H6 2.24628 -0.31963 0.62284
H7 0.04034 -1.45542 1.28973
H8 -0.44159 -2.16353 -1.06792
O1 -0.88186 -1.30422 -0.70211

Force components x, y, z for each atom (eV/Å):
-2.03 0.64 -0.20
0.27 1.60 0.37
0.89 0.65 -2.64
-0.91 -0.59 0.77
0.67 -0.11 -0.52
0.30 0.66 1.22
0.60 -1.28 -1.23
0.19 -0.87 0.51
-0.23 -0.69 1.77
-0.64 -0.13 0.02
-0.31 -0.07 -1.03
-1.35 2.30 0.82
2.55 -2.10 0.14

***

Below is a structure of composition C4H8O in a non-equilibrium geometry, with properties calculated with ωB97M-V with the def2-TZVPD basis set.

* frontier orbital gap: 9.82 eV

Element x y z (Å)
C1 1.25334 -0.59766 -1.28025
C2 -0.68894 0.45554 0.16545
C3 -0.56912 0.84378 1.59011
C4 -0.09228 -0.60327 -0.63858
O1 -0.45977 -1.30828 0.46793
H1 2.04226 -0.32459 -0.58102
H2 1.44379 -1.58399 -1.70956
H3 1.20877 0.14362 -2.08879
H4 -1.45298 1.03447 -0.38674
H5 -1.51049 0.49319 2.03851
H6 -0.53313 1.92445 1.74835
H7 0.23474 0.29359 2.06797
H8 -0.87618 -0.77084 -1.39339

Force components x, y, z for each atom (eV/Å):
0.27 -0.10 0.09
-0.28 -0.38 0.32
0.30 0.05 0.17
0.11 0.41 -0.79
-1.10 0.68 -0.05
0.08 -0.08 -0.01
0.18 0.10 0.01
0.19 -0.19 0.11
-0.62 -0.97 0.61
0.24 0.19 0.09
0.20 -0.03 -0.10
0.12 0.31 0.18
0.32 0.02 -0.61

***

Below is a cluster of 2 separate species, C4H8O in total in a non-equilibrium geometry, with properties calculated with ωB97M-V with the def2-TZVPD basis set.

* frontier orbital gap: 9.48 eV
* SMILES: C=CO.C=C

Element x y z (Å)
O1 -0.00900 1.96710 -0.61332
C1 -0.41441 1.38959 0.52060
C2 -1.25655 0.35266 0.68460
C3 0.88614 -1.62126 0.32393
C4 0.99933 -1.10628 -0.89461
H1 -0.51790 1.53987 -1.31931
H2 -1.88728 1.07450 1.25489
H3 0.00444 1.86190 1.40735
H4 -1.62069 -0.16221 -0.21029
H5 1.38344 -1.17996 1.18436
H6 0.27241 -2.49607 0.52607
H7 1.58400 -0.20841 -1.08145
H8 0.48107 -1.54073 -1.74630

Force components x, y, z for each atom (eV/Å):
0.70 -0.40 -0.41
0.56 0.21 -0.19
-0.56 1.37 -0.31
0.14 -0.03 -0.20
0.12 -0.18 0.09
0.26 0.09 -0.07
-0.88 -1.72 1.16
-0.21 0.49 -0.23
-0.23 0.29 0.30
-0.06 -0.06 -0.18
0.09 0.12 -0.08
-0.01 -0.19 0.01
0.10 0.01 0.10

***

Looking at energy for the records above, in order, we have -6324.084 -6324.041 -6319.743 -6323.309 -6323.484 -6321.966 -6324.542 -6323.195 -6321.562 -6323.455 -6321.906 -6321.588 eV.
Looking at energy relative to the best compared isomer or geometry (same formula, charge and spin) for the records above, in order, we have 1.0838 1.1273 5.4251 1.8586 1.6839 3.2021 0.6256 1.9732 3.6054 1.7132 3.2622 3.5796 eV.